Entry 1:
# C5H6Cl2

A 2-piece molecular cluster, C5H6Cl2 overall (the ωB97M-V functional and the def2-TZVPD basis, the OMol25 dataset).

```
13
Properties=species:S:1:pos:R:3:forces:R:3:nbo_charge:R:1
C 1.30931 0.64463 1.05330 1.3 0.9 -1.1 -0.605
C -1.02169 -0.98443 -0.84029 0.9 -0.3 -3.5 -0.279
C -0.04590 1.05679 1.51353 0.1 -0.3 -2.3 -0.391
C -0.44108 -1.00634 -2.10269 -2.0 -0.5 4.2 -0.263
C 0.22934 -0.39581 1.31725 1.6 0.0 1.4 0.137
Cl -1.23504 1.75278 0.43112 -0.2 0.7 0.2 -0.007
Cl 1.20738 -0.56146 -2.30966 -0.2 0.1 -0.6 0.008
H 1.81845 0.79258 -0.01930 -1.6 -0.4 2.5 0.288
H 2.02699 0.88853 1.87940 -0.5 -0.8 -0.9 0.274
H -1.98750 -1.45756 -0.70040 -0.2 0.2 -0.2 0.212
H -0.65331 -0.62451 0.15074 0.0 -0.6 -1.1 0.148
H -0.13683 1.35167 2.50639 -0.2 0.7 1.5 0.249
H -1.07009 -1.45688 -2.87938 1.0 0.3 -0.2 0.229
```
Positions in Å, forces in eV/Å.

The calculation puts the frontier orbital gap at 7.930 eV. The value obtained for the electronic energy is -30320.3125 eV. Its LUMO energy is -0.964 eV. The value obtained for the maximum force is 4.7 eV/A. As for the HOMO energy: -8.89 eV. Its spin multiplicity is 1.



Entry 2:
# C6H10I2N2S

A single C6H10I2N2S molecule (the ωB97M-V functional and the def2-TZVPD basis, the OMol25 dataset).

```
21
Properties=species:S:1:pos:R:3:forces:R:3:nbo_charge:R:1
C 1.61858 -0.47751 -1.11852 2.2 3.0 -2.5 -0.712
C 2.17044 0.15334 0.11178 1.8 1.4 0.8 -0.037
S 3.69264 0.69242 0.50470 -0.8 -0.8 -1.4 0.047
C 1.26593 0.28717 1.25603 -2.6 1.2 -0.4 -0.090
C 0.82668 -1.05561 1.74893 -3.9 2.5 0.5 -0.635
N -0.10564 1.11740 0.64854 2.5 -0.1 1.7 -0.336
I 0.33014 3.18058 0.18459 -0.3 -1.1 0.0 0.186
N -0.93882 0.37873 -0.02409 -0.6 1.1 0.0 -0.235
C -1.88864 0.76588 -0.80260 0.9 -0.4 0.2 -0.056
C -2.81124 -0.27703 -1.15432 -0.9 0.3 1.0 -0.489
I -4.80466 0.20327 -0.45869 0.0 -0.1 0.2 0.031
H 2.35291 -1.18076 -1.46870 0.2 -0.3 -0.5 0.249
H 0.70674 -0.89249 -0.97386 -2.6 -1.7 0.8 0.232
H 1.34746 0.29505 -2.00960 1.2 -1.4 2.1 0.258
H 1.75618 0.81420 2.11581 -1.0 0.3 -1.2 0.255
H 0.07748 -1.50360 1.13599 -0.9 0.1 -0.6 0.232
H 1.57810 -1.67234 1.58807 3.9 -3.0 0.4 0.222
H 0.38808 -0.97356 2.74350 0.5 -0.3 0.1 0.232
H -2.15264 1.69871 -1.22643 0.7 1.6 0.2 0.198
H -3.00306 -0.46528 -2.15123 -0.1 -0.3 -2.1 0.219
H -2.40663 -1.08857 -0.64990 -0.2 -2.1 0.7 0.228
```
Positions in Å, forces in eV/Å.

The calculation puts the frontier orbital gap at 7.444 eV. The value obtained for the electronic energy is -36396.6719 eV. Its LUMO energy is -0.992 eV. The value obtained for the maximum force is 5.0 eV/A. As for the HOMO energy: -8.44 eV. Its spin multiplicity is 1. As for the SMILES: CC(=S)[C@H](C)N(I)/N=C/CI.



Entry 3:
# C5H10O2

A single C5H10O2 molecule (the ωB97M-V functional and the def2-TZVPD basis, the OMol25 dataset).

```
17
Properties=species:S:1:pos:R:3:forces:R:3:nbo_charge:R:1
C -1.53387 1.50703 0.16612 0.0 0.0 0.0 -0.617
C -0.76910 0.22203 0.41543 -0.2 0.0 -0.1 0.073
O 0.25340 0.49293 1.36632 0.0 0.0 0.1 -0.525
C 1.30997 -0.41229 1.11793 0.2 -0.1 0.0 -0.069
C 1.40551 -0.45827 -0.40544 0.0 0.0 0.0 -0.457
C -0.07197 -0.39683 -0.82125 0.1 0.3 0.1 0.072
O -0.64363 -1.68031 -1.02001 0.1 -0.2 -0.2 -0.719
H -2.36879 1.33634 -0.52155 0.1 0.0 0.1 0.212
H -1.93351 1.88997 1.11016 0.0 -0.1 -0.1 0.221
H -0.87095 2.26916 -0.25848 -0.1 -0.1 0.0 0.207
H -1.44465 -0.55647 0.80309 0.1 0.1 0.0 0.183
H 1.07608 -1.40991 1.52234 0.0 0.1 0.0 0.165
H 2.20630 -0.02752 1.61150 -0.1 -0.1 -0.1 0.193
H 1.90064 -1.35785 -0.78618 -0.1 0.1 0.0 0.215
H 1.94289 0.42221 -0.77422 -0.1 -0.1 0.1 0.211
H -0.21628 0.22529 -1.71680 0.0 -0.1 0.2 0.166
H -0.24205 -2.06551 -1.80895 -0.1 0.0 0.1 0.468
```
Positions in Å, forces in eV/Å.

The calculation puts the frontier orbital gap at 10.680 eV. The value obtained for the electronic energy is -9441.7834 eV. Its LUMO energy is 0.904 eV. The value obtained for the maximum force is 0.4 eV/A. As for the HOMO energy: -9.78 eV. Its spin multiplicity is 1. As for the SMILES: C[C@@H]1OCC[C@H]1O.